(1)
CH5N3O | ωB97M-V/def2-TZVPD

Last column: natural (NBO) charge in e.
Cartesian coordinates (Å):
N -1.14 -0.80 0.15  -0.6711
N -0.17 -0.21 -0.71  -0.4741
C 0.87 0.62 -0.09  -0.1664
N 1.83 -0.46 0.20  0.1147
O 2.99 -0.09 0.08  -0.2995
H -0.70 -1.49 0.84  0.3216
H -1.63 -0.20 0.85  0.3513
H 0.01 -0.98 -1.29  0.3833
H 1.40 1.29 -0.75  0.2145
H 0.62 1.06 0.99  0.2257

Summary:
Charge: 0
LUMO level: -0.11 eV
SMILES: NNCN=O

***

(2)
C18H43F6N5O4P | ωB97M-V/def2-TZVPD

Last column: Mulliken charge in e.
Cartesian coordinates (Å):
P 1.19 -1.22 0.05  1.4409
F -0.24 -0.65 -0.54  -0.3509
F 1.41 0.22 0.80  -0.3730
F 0.43 -1.79 1.32  -0.4150
F 2.58 -1.79 0.58  -0.3620
F 0.95 -2.56 -0.81  -0.3067
F 1.96 -0.54 -1.22  -0.4700
C -2.30 2.24 -0.23  -0.9888
C -1.37 3.39 -0.55  -0.6296
N -0.77 4.00 0.64  0.2549
C 0.32 3.19 1.14  0.6409
C 0.71 3.50 2.59  -1.2786
C -0.32 5.36 0.33  -0.5108
C -1.46 6.36 0.48  -1.2815
H -1.75 1.34 0.04  -0.0785
H -2.84 1.95 -1.15  0.4129
H -3.06 2.50 0.50  0.3231
H -0.57 3.07 -1.24  0.2451
H -1.89 4.15 -1.15  0.6043
H 0.03 2.14 1.13  -0.4780
H 1.23 3.24 0.51  0.0694
H 0.80 4.57 2.80  0.4031
H -0.03 3.11 3.28  0.2258
H 1.67 3.02 2.82  0.3139
H 0.09 5.36 -0.69  0.3399
H 0.44 5.63 1.05  0.4377
H -2.30 6.12 -0.17  0.2935
H -1.15 7.38 0.23  0.4198
H -1.77 6.38 1.53  0.2873
C 1.33 -6.43 -1.06  0.1452
O 0.71 -7.42 -0.74  -0.6238
N 1.72 -6.14 -2.33  0.1047
C 2.35 -4.89 -2.68  -0.9023
C 1.38 -7.07 -3.40  -0.9927
H 1.68 -5.66 -0.35  0.3256
H 1.70 -4.24 -3.28  0.2968
H 3.22 -5.10 -3.31  0.3761
H 2.65 -4.34 -1.79  0.2769
H 0.46 -7.59 -3.15  0.3265
H 1.33 -6.55 -4.35  0.3598
H 2.16 -7.84 -3.46  0.2800
C -2.56 -3.00 -0.80  0.0049
O -3.12 -3.76 -0.02  -0.6726
N -3.19 -2.43 -1.86  0.1982
C -2.45 -1.56 -2.75  -0.8207
C -4.59 -2.68 -2.12  -1.0677
H -1.51 -2.69 -0.72  0.4257
H -2.96 -1.47 -3.71  0.4360
H -1.45 -1.93 -2.96  0.2904
H -2.36 -0.55 -2.32  0.1593
H -5.11 -2.91 -1.19  0.3319
H -5.04 -1.81 -2.60  0.4088
H -4.71 -3.52 -2.82  0.2986
C -1.66 0.68 3.45  0.2660
O -1.58 1.33 4.48  -0.6923
N -2.68 -0.13 3.15  0.2402
C -2.67 -0.98 1.99  -0.5812
C -3.79 -0.27 4.08  -1.0208
H -0.88 0.70 2.67  0.2697
H -2.46 -2.03 2.22  0.4231
H -1.96 -0.71 1.21  -0.2937
H -3.63 -1.00 1.46  0.3350
H -4.66 -0.58 3.51  0.3034
H -3.56 -1.06 4.80  0.3275
H -3.91 0.66 4.62  0.3326
C 4.65 1.30 1.42  0.1783
O 5.34 1.26 2.41  -0.6389
N 4.97 1.98 0.28  0.1406
C 3.95 2.30 -0.69  -0.5314
C 6.28 2.49 0.07  -1.0077
H 3.64 0.86 1.38  0.3441
H 3.88 3.39 -0.80  0.3261
H 2.98 1.91 -0.37  -0.1475
H 4.19 1.89 -1.68  0.3099
H 6.94 2.09 0.84  0.3362
H 6.67 2.20 -0.92  0.3131
H 6.30 3.59 0.12  0.3130

Summary:
Charge: -1
LUMO level: 2.56 eV

***

(3)
C2H10N2O2 | ωB97M-V/def2-TZVPD

Last column: natural (NBO) charge in e.
Cartesian coordinates (Å):
C -0.64 -1.49 1.07  -0.4524
N 0.44 -0.71 0.45  -0.5222
C 0.57 -0.83 -0.80  0.3090
N -0.19 -1.63 -1.64  -0.8716
H -1.61 -1.07 0.86  0.2071
H -0.61 -2.52 0.79  0.1735
H -0.43 -1.50 2.14  0.2132
H 1.45 -0.44 -1.31  0.1682
H -0.37 -1.25 -2.55  0.4006
H -0.59 -2.50 -1.37  0.3984
O 0.27 1.76 1.90  -0.9627
H 0.92 2.43 1.66  0.4606
H 0.48 1.03 1.28  0.4862
O -0.35 2.14 -1.13  -0.9438
H -0.32 1.93 -0.18  0.4786
H 0.58 2.29 -1.32  0.4573

Summary:
Charge: 0
LUMO level: 0.75 eV
SMILES: C/N=C\N.O.O

***

(4)
C36H43AsCl5F3MgNOS | ωB97M-V/def2-TZVPD

Last column: Mulliken charge in e.
Cartesian coordinates (Å):
Mg 1.09 -1.21 -0.10  3.4188
Cl -0.46 -2.64 2.46  -0.1239
C 1.20 -2.30 2.81  0.8703
C 2.03 -1.94 1.75  -1.9317
C 3.37 -1.81 2.09  1.1759
Cl 4.48 -1.48 0.81  -0.2056
C 3.87 -1.98 3.38  -0.1480
Cl 5.56 -1.87 3.72  -0.2182
C 2.98 -2.24 4.42  0.4450
Cl 3.54 -2.35 6.04  -0.2233
C 1.63 -2.42 4.13  -0.1138
Cl 0.53 -2.76 5.41  -0.2189
F 1.94 -2.24 -2.75  -0.3181
C 0.83 -1.53 -2.28  -1.7262
F 0.77 -0.46 -3.13  -0.2085
F -0.21 -2.35 -2.76  -0.1638
C -4.36 -2.53 -0.30  -1.3026
As -2.63 -2.57 -1.30  0.5999
C -3.44 -2.66 -3.10  -1.2900
C -2.30 -0.60 -1.24  0.3049
C -3.34 0.23 -1.88  0.2606
C -3.23 0.63 -3.21  -0.0045
C -4.21 1.40 -3.81  -0.6803
C -5.33 1.78 -3.09  -0.4888
C -5.46 1.40 -1.77  -1.1290
C -4.47 0.63 -1.17  -0.1478
H -5.11 -1.91 -0.79  0.3561
H -4.17 -2.14 0.70  0.2794
H -4.77 -3.54 -0.19  0.4486
H -4.19 -1.88 -3.23  0.3763
H -3.89 -3.63 -3.27  0.4425
H -2.66 -2.51 -3.84  0.3246
H -1.33 -0.43 -1.70  0.1788
H -2.22 -0.37 -0.18  -1.3049
H -2.35 0.33 -3.76  0.4947
H -4.11 1.69 -4.85  0.4069
H -6.10 2.39 -3.55  0.3829
H -6.32 1.70 -1.19  0.3953
H -4.58 0.34 -0.13  0.5578
C 4.80 0.08 -2.85  -1.4425
C 3.91 1.04 -2.12  -0.2410
C 4.05 2.41 -2.30  -1.0450
C 3.20 3.27 -1.61  -0.1307
C 3.31 4.77 -1.78  -1.6587
C 2.24 2.76 -0.76  -0.6133
C 2.04 1.38 -0.56  2.1030
C 2.94 0.56 -1.27  -0.4867
N 1.11 0.77 0.22  -0.5034
C 0.30 1.53 1.15  1.5701
C 1.17 2.30 2.18  -1.2686
C 0.29 3.01 3.20  0.4717
C -0.66 3.97 2.48  -1.4338
C -1.56 3.19 1.52  0.3313
C -2.37 2.17 2.30  -1.0754
C -1.40 1.21 3.01  0.1785
C -0.53 2.00 3.99  -1.8023
C -0.50 0.53 1.99  -1.1327
C -0.71 2.48 0.47  -0.7226
H 5.51 0.61 -3.49  0.4061
H 4.21 -0.60 -3.47  0.2692
H 5.37 -0.53 -2.15  0.2116
H 4.80 2.80 -2.97  0.2307
H 4.14 5.03 -2.43  0.3891
H 3.45 5.25 -0.81  0.3259
H 2.39 5.16 -2.22  0.3123
H 1.63 3.49 -0.25  0.6364
H 2.84 -0.51 -1.13  0.5758
H 1.82 3.01 1.68  0.7129
H 1.80 1.57 2.68  0.3496
H 0.93 3.58 3.89  0.2792
H -0.08 4.72 1.93  0.5516
H -1.27 4.51 3.21  0.5303
H -2.24 3.90 1.02  0.3812
H -3.01 1.61 1.62  -0.1025
H -3.01 2.67 3.04  0.6536
H -1.98 0.45 3.55  0.4336
H 0.13 1.31 4.52  0.4820
H -1.16 2.50 4.73  0.6028
H -1.08 -0.11 1.32  -0.1660
H 0.22 -0.09 2.52  -0.5560
H -0.22 3.22 -0.16  0.6648
H -1.36 1.90 -0.19  -0.2220
C 2.04 -5.19 0.60  -0.9819
S 1.44 -4.08 -0.74  0.8676
C 0.55 -5.41 -1.64  -1.1035
O 0.35 -3.29 -0.15  -0.5686
H 2.74 -5.89 0.16  0.4897
H 1.20 -5.72 1.05  0.3270
H 2.54 -4.58 1.34  0.1533
H 1.27 -6.07 -2.11  0.4400
H -0.06 -4.91 -2.39  0.2173
H -0.09 -5.94 -0.95  0.3375

Summary:
Charge: -1
LUMO level: 2.19 eV

***

(5)
C2H4INO | ωB97M-V/def2-TZVPD

Last column: natural (NBO) charge in e.
Cartesian coordinates (Å):
C -0.46 0.33 -0.11  0.0712
C 0.31 -0.82 -0.10  0.1098
N -0.17 1.51 -0.33  -0.6431
O 1.49 -0.89 -0.66  -0.6458
I -2.58 -0.04 0.07  0.0087
H -0.20 -1.83 0.27  0.2447
H 0.61 -0.44 2.01  -0.0408
H -0.99 2.23 -0.38  0.3827
H 1.98 -0.05 -0.78  0.5125

Summary:
Charge: 0
LUMO level (spin up / spin down): -0.70 / -0.82 eV

***

(6)
C16H37BINO2 | ωB97M-V/def2-TZVPD

Last column: natural (NBO) charge in e.
Cartesian coordinates (Å):
C -3.90 0.35 3.13  -0.6247
C -3.99 0.25 1.58  -0.4092
C -3.16 -0.88 0.88  -0.4095
C -2.33 -1.84 1.79  -0.4057
C -0.79 -1.50 1.84  -0.4026
C -0.35 -0.60 3.04  -0.4054
C -0.48 0.94 2.84  -0.4097
C -0.50 1.44 1.37  -0.4061
C -0.39 3.00 1.35  -0.3658
C -0.30 3.54 -0.13  -0.8249
B -0.59 5.10 -0.25  0.4710
I 1.12 6.40 -0.70  -0.0849
H -2.95 0.03 3.58  0.2084
H -4.02 1.42 3.40  0.2100
H -4.76 -0.16 3.61  0.2093
H -5.06 0.08 1.33  0.2064
H -3.73 1.23 1.14  0.1979
H -3.87 -1.51 0.31  0.2051
H -2.46 -0.49 0.11  0.2008
H -2.73 -2.01 2.80  0.2066
H -2.36 -2.84 1.30  0.2049
H -0.42 -1.16 0.85  0.2032
H -0.30 -2.48 2.00  0.2037
H 0.68 -0.89 3.33  0.2086
H -0.98 -0.90 3.90  0.2004
H -1.34 1.41 3.35  0.2049
H 0.42 1.40 3.31  0.2029
H -1.46 1.21 0.87  0.1993
H 0.35 1.06 0.76  0.2131
H 0.46 3.33 1.98  0.2045
H -1.31 3.45 1.78  0.1917
H -1.03 2.94 -0.73  0.2385
H 0.71 3.27 -0.52  0.2324
H -1.65 5.61 -0.14  -0.0800
C 3.39 1.35 -1.84  -0.2489
O 2.12 0.77 -1.58  -0.5624
C 1.30 0.68 -2.74  -0.0702
C 1.01 -0.78 -3.05  -0.2410
N 2.22 -1.45 -3.52  -0.6255
C 2.08 -2.90 -3.63  -0.2475
C 1.89 -3.69 -2.33  -0.0844
O 3.02 -3.67 -1.48  -0.5456
C 3.06 -2.59 -0.56  -0.2453
H 3.92 1.44 -0.89  0.1936
H 3.98 0.72 -2.51  0.1665
H 3.28 2.35 -2.27  0.1744
H 1.74 1.19 -3.59  0.1821
H 0.35 1.18 -2.50  0.1807
H 0.24 -0.84 -3.82  0.1931
H 0.63 -1.25 -2.14  0.1671
H 2.98 -1.25 -2.87  0.3530
H 2.98 -3.27 -4.11  0.2039
H 1.25 -3.13 -4.30  0.1906
H 1.75 -4.74 -2.60  0.1893
H 0.99 -3.40 -1.78  0.1618
H 2.06 -2.28 -0.24  0.1713
H 3.59 -1.73 -0.98  0.1596
H 3.62 -2.92 0.32  0.1886

Summary:
Charge: 0
LUMO level: 0.08 eV
SMILES: CCCCCCCCCCBI.COCCNCCOC

***

(7)
C2H9N7 | ωB97M-V/def2-TZVPD

Last column: Löwdin spin population.
Cartesian coordinates (Å):
C -0.91 -0.32 -1.43  0.0802
C 0.49 -0.20 -1.32  0.0368
N -1.75 -0.24 -0.34  0.1398
N 1.03 0.02 -0.10  0.1373
N -1.59 0.45 0.81  0.5988
N 0.65 -0.49 1.11  0.5471
N 2.03 1.04 0.10  0.0079
N -1.00 1.69 0.65  0.1870
N 0.17 -1.77 1.13  0.2028
H -1.39 -0.43 -2.42  0.0038
H 1.05 -0.01 -2.24  0.0001
H -2.50 -0.78 -0.30  0.0071
H 2.12 0.96 1.17  0.0029
H 2.93 0.75 -0.27  0.0044
H -0.53 1.92 1.42  0.0106
H -0.39 1.66 -0.12  0.0115
H -0.53 -1.86 1.81  0.0110
H 0.10 -2.40 0.36  0.0108

Summary:
Charge: 0
LUMO level (spin up / spin down): 1.05 / 0.15 eV
Multiplicity: 3
<S²>: 2.01

***

(8)
C5H14N | ωB97M-V/def2-TZVPD

Last column: natural (NBO) charge in e.
Cartesian coordinates (Å):
C -0.33 -2.09 -0.97  -0.6244
C -0.18 -0.84 -0.09  -0.1044
C 0.23 0.36 -0.92  -0.4186
C 0.36 1.72 -0.16  -0.4126
C 1.35 1.66 1.00  -0.6174
N -1.48 -0.65 0.59  -0.4497
H -1.22 -1.92 -1.65  0.2347
H -0.51 -2.98 -0.34  0.2271
H 0.57 -2.21 -1.63  0.2480
H 0.72 -1.04 0.64  0.2580
H 1.19 0.10 -1.41  0.2449
H -0.52 0.54 -1.74  0.2367
H 0.66 2.52 -0.87  0.2558
H -0.67 2.00 0.19  0.1954
H 2.39 1.43 0.73  0.2343
H 1.42 2.68 1.49  0.2497
H 0.99 0.96 1.80  0.1694
H -0.47 -1.21 2.73  0.4065
H -1.43 -1.28 1.52  0.2807
H -1.35 0.13 1.26  0.3860

Summary:
Charge: +1
LUMO level: -10.21 eV

***

(9)
C4H7N3O2 | ωB97M-V/def2-TZVPD

Last column: natural (NBO) charge in e.
Cartesian coordinates (Å):
N -2.70 -0.80 0.06  -0.6526
N -1.35 -0.25 -0.09  -0.2948
C -1.25 1.03 -0.11  0.3258
O -0.07 1.68 0.36  -0.5020
C 1.13 0.92 0.47  0.3490
C 1.73 0.23 -0.81  -0.5079
C 1.43 -1.30 -0.43  0.0309
N 0.83 -1.51 0.77  -0.0584
O 1.05 -0.19 1.49  -0.4279
H -3.26 -0.30 0.72  0.3418
H -2.49 -1.69 0.49  0.3672
H -2.02 1.67 0.00  0.1491
H 1.95 1.46 0.85  0.1942
H 0.99 0.54 -1.39  0.2278
H 2.77 0.54 -1.07  0.2413
H 1.26 -2.05 -1.31  0.2164

Summary:
Charge: 0
LUMO level: 0.92 eV
SMILES: N/N=C/O[C@@H]1CC=NO1

***

(10)
C3HLiO3 | ωB97M-V/def2-TZVPD

Last column: Löwdin spin population.
Cartesian coordinates (Å):
O -0.30 0.27 -0.30  0.0579
C -0.96 -0.97 -0.24  0.0049
C 1.09 0.35 -0.01  0.1442
O -2.19 -0.84 -0.16  0.0069
O -0.28 -2.00 -0.40  0.0062
C 1.45 1.33 0.81  0.7289
H 1.71 -0.26 -0.67  0.0185
Li -0.52 2.13 0.97  0.0324

Summary:
Charge: -1
LUMO level (spin up / spin down): 2.14 / 2.05 eV
Multiplicity: 2
<S²>: 0.76

***

(11)
C21H64AsF6N2O21S7 | ωB97M-V/def2-TZVPD

Last column: Löwdin spin population.
Cartesian coordinates (Å):
N -2.81 -2.51 1.20  0.0000
H -2.21 -3.14 1.71  0.0000
H -3.12 -2.92 0.33  0.0000
H -2.36 -1.62 1.02  0.0000
H -3.57 -2.39 1.86  0.0000
N -1.11 -4.65 -1.05  0.0000
H -0.99 -5.25 -0.25  0.0000
H -1.99 -4.90 -1.47  0.0000
H -0.24 -4.72 -1.57  0.0000
H -1.07 -3.75 -0.60  0.0000
As -0.48 -0.32 -0.89  0.0000
F -0.04 -2.08 -0.62  0.0000
F -1.96 -0.90 -1.77  0.0000
F -1.03 1.40 -1.02  0.0001
F 1.05 0.05 0.04  -0.0001
F 0.40 -0.21 -2.47  0.0000
F -1.25 -0.37 0.64  -0.0001
O 1.60 -0.70 5.32  0.0004
S 1.06 -1.89 4.64  0.0002
O 1.06 -3.22 5.24  0.0002
O -0.55 -1.53 4.18  0.0022
C -1.16 -0.59 5.02  0.0013
C -2.56 -0.28 4.42  -0.0001
C 1.69 -1.96 2.86  0.0009
H -0.53 0.30 5.08  0.0006
H -1.16 -1.10 5.98  0.0003
H -3.18 -1.18 4.45  0.0000
H -2.50 -0.07 3.35  0.0000
H -3.17 0.50 4.88  0.0000
H 1.07 -2.72 2.38  0.0000
H 2.75 -2.21 2.73  0.0000
H 1.56 -0.97 2.43  0.0010
O -1.04 3.07 5.56  0.0460
S 0.00 3.47 4.61  0.0188
O 1.38 3.24 4.99  0.0271
O -0.33 2.78 3.17  0.4956
C 0.76 2.36 2.37  0.1431
C 1.93 3.43 2.11  0.0900
C -0.23 5.22 4.08  0.0546
H 0.44 1.92 1.43  0.0059
H 1.16 1.45 2.81  0.0778
H 2.57 2.90 1.40  0.0064
H 2.37 3.81 3.03  0.0015
H 1.63 4.36 1.61  0.0112
H 0.08 5.77 4.98  0.0103
H -1.30 5.38 4.00  0.0003
H 0.30 5.49 3.17  -0.0001
O 4.50 -2.00 0.82  0.0003
S 4.32 -0.56 0.48  0.0000
O 3.47 0.33 1.30  0.0014
O 5.85 -0.02 0.38  0.0001
C 5.98 1.36 0.76  0.0000
C 7.38 1.64 1.23  0.0000
C 3.82 -0.35 -1.38  0.0001
H 5.34 1.66 1.58  0.0000
H 5.69 2.01 -0.07  0.0000
H 7.69 0.90 1.97  0.0000
H 7.36 2.71 1.43  0.0000
H 8.14 1.69 0.44  0.0000
H 2.81 -0.74 -1.50  0.0000
H 4.52 -0.78 -2.09  0.0000
H 3.91 0.73 -1.53  0.0000
O 3.12 4.26 -2.70  0.0000
S 1.85 4.83 -2.99  0.0001
O 1.70 6.21 -3.57  0.0006
O 1.11 3.77 -4.10  0.0007
C 1.12 2.32 -3.75  0.0001
C 1.16 1.45 -5.01  0.0001
C 0.71 4.65 -1.52  0.0007
H 0.17 2.24 -3.22  0.0000
H 1.92 2.08 -3.04  0.0000
H 0.43 0.65 -4.88  0.0000
H 2.12 0.95 -5.07  0.0000
H 1.19 1.94 -5.98  0.0000
H 0.09 5.54 -1.36  0.0000
H 1.33 4.53 -0.64  0.0003
H -0.02 3.87 -1.75  0.0000
O 2.89 -3.07 -1.90  0.0000
S 2.45 -4.40 -1.59  0.0000
O 1.30 -5.06 -2.27  0.0000
O 3.84 -5.37 -1.60  0.0000
C 5.17 -4.87 -1.38  0.0000
C 6.10 -5.47 -2.48  0.0000
C 2.21 -4.53 0.18  0.0000
H 5.38 -5.24 -0.38  0.0000
H 5.17 -3.78 -1.33  0.0000
H 5.90 -6.44 -2.95  0.0000
H 7.05 -5.64 -1.98  0.0000
H 6.20 -4.87 -3.39  0.0000
H 1.48 -3.77 0.47  0.0000
H 3.16 -4.20 0.61  0.0000
H 1.90 -5.56 0.35  0.0000
O -6.07 -2.08 -5.73  0.0000
S -4.69 -1.75 -5.52  0.0000
O -3.62 -1.55 -6.49  0.0000
O -4.69 -0.42 -4.55  0.0000
C -3.53 0.37 -4.41  0.0000
C -3.68 1.63 -5.23  0.0000
C -4.00 -2.84 -4.24  0.0000
H -2.64 -0.25 -4.58  0.0000
H -3.27 0.61 -3.38  0.0000
H -3.03 2.47 -4.98  0.0000
H -4.68 2.06 -5.18  0.0000
H -3.50 1.40 -6.28  0.0000
H -3.13 -2.38 -3.77  0.0000
H -3.67 -3.77 -4.72  0.0000
H -4.83 -3.09 -3.57  0.0000
O -6.35 0.39 0.26  0.0000
S -5.87 1.75 0.43  0.0000
O -6.26 2.80 -0.42  0.0000
O -6.07 2.28 1.99  0.0000
C -5.92 1.34 3.02  0.0000
C -6.46 2.03 4.32  0.0000
C -4.01 1.63 0.36  0.0000
H -4.89 1.03 3.21  0.0000
H -6.43 0.42 2.71  0.0000
H -6.45 1.43 5.22  0.0000
H -7.39 2.58 4.14  0.0000
H -5.66 2.77 4.37  0.0000
H -3.62 2.37 1.06  0.0000
H -3.68 1.78 -0.67  0.0000
H -3.78 0.61 0.66  0.0000

Summary:
Charge: +2
LUMO level (spin up / spin down): -6.70 / -12.18 eV
Multiplicity: 2
<S²>: 0.75

***

(12)
H28O14 | ωB97M-V/def2-TZVPD

Last column: natural (NBO) charge in e.
Cartesian coordinates (Å):
O 2.69 -0.56 1.72  -0.9516
H 2.67 0.14 2.43  0.4691
H 2.25 0.05 1.00  0.5106
O -0.71 1.91 3.45  -0.9734
H -1.34 1.17 2.89  0.4733
H -0.17 2.08 2.72  0.4598
O 3.11 0.13 -1.70  -0.9916
H 2.39 0.65 -1.89  0.4478
H 2.63 -0.72 -1.67  0.4750
O 1.30 1.59 -1.98  -0.9456
H 1.43 2.19 -2.82  0.4890
H 0.91 2.31 -1.45  0.5177
O 0.99 2.90 1.25  -0.9787
H 0.83 2.00 0.99  0.4987
H 0.28 3.58 1.00  0.4709
O -0.33 -2.13 -0.55  -0.9480
H -0.78 -2.58 0.12  0.4738
H -0.96 -2.26 -1.20  0.4605
O 0.30 0.44 0.43  -1.0035
H 0.04 0.05 -0.48  0.5095
H -0.24 -0.15 0.94  0.5042
O 0.56 -1.99 2.53  -0.9959
H 0.56 -1.53 3.35  0.4674
H 1.34 -1.52 2.25  0.5023
O -0.11 0.12 -3.80  -0.9662
H 0.26 0.91 -3.28  0.4867
H -0.24 -0.59 -3.17  0.4545
O 1.96 -2.23 -1.90  -0.9884
H 1.51 -2.70 -2.58  0.4609
H 1.08 -2.11 -1.24  0.4929
O -1.99 -0.06 1.84  -0.9668
H -2.85 -0.55 1.90  0.4916
H -2.29 0.59 1.08  0.5069
O -1.13 2.78 -1.30  -0.9388
H -1.13 3.05 -0.32  0.4682
H -1.57 1.97 -1.29  0.4722
O -1.60 -3.07 1.09  -0.9097
H -1.16 -2.53 1.60  0.4955
H -1.65 -3.81 1.63  0.4911
O -2.78 0.36 -0.95  -0.9759
H -3.25 -0.36 -0.72  0.4790
H -2.79 0.48 -1.93  0.5056

Summary:
Charge: 0
LUMO level: -0.77 eV